{
  "formula": "C40H110N10O10",
  "method": "the ωB97M-V functional and the def2-TZVPD basis",
  "elements": ["C", "H", "C", "H", "C", "C", "H", "H", "C", "H", "H", "C", "H", "O", "H", "H", "N", "H", "H", "H", "C", "N", "H", "H", "C", "C", "C", "O", "C", "C", "H", "H", "H", "H", "H", "C", "C", "H", "H", "H", "C", "H", "H", "C", "C", "H", "O", "H", "C", "H", "H", "H", "H", "H", "H", "H", "H", "H", "N", "H", "H", "H", "H", "C", "H", "H", "H", "H", "H", "H", "H", "H", "O", "H", "H", "H", "C", "H", "H", "H", "N", "H", "H", "H", "H", "H", "H", "H", "C", "H", "C", "C", "H", "H", "C", "H", "H", "H", "H", "N", "H", "H", "H", "H", "H", "H", "H", "C", "H", "H", "H", "H", "N", "H", "H", "H", "C", "H", "H", "C", "H", "H", "H", "H", "H", "O", "O", "H", "C", "H", "H", "C", "O", "H", "C", "C", "O", "O", "N", "H", "H", "C", "N", "C", "C", "H", "H", "H", "H", "C", "H", "C", "H", "H", "H", "N", "H", "H", "H", "H", "C", "C", "H", "H", "H", "O", "H", "C", "C", "N"],
  "positions_angstrom": [[0.97746, -3.09224, -3.61691], [-2.22693, 1.28916, -5.80749], [-6.65048, -3.69361, -1.99771], [5.12631, -3.93062, -1.63032], [2.70906, 5.99350, 3.05688], [2.95348, 2.02672, -2.93134], [2.39187, -3.58534, -5.99051], [5.69907, -1.36213, -0.81848], [5.51332, -0.34378, -1.14725], [-1.52357, -3.29455, -2.09999], [1.81522, 6.31521, -1.32699], [3.86310, -3.52316, 2.57147], [2.86353, -3.16434, 0.75561], [-3.55852, -3.31942, -3.05763], [-0.44604, 5.78331, -0.48749], [-1.26050, 4.95346, 2.78440], [-0.13127, 4.80106, -0.43033], [1.74016, 2.08199, 1.67537], [-2.40893, -0.12347, -4.80845], [-4.96170, 0.76992, 1.53564], [-3.49485, 3.63065, -3.56305], [0.03525, 0.22124, -3.40295], [0.99518, -2.00107, -3.83243], [1.92646, 4.65979, -1.97618], [-1.37494, 1.51708, 3.58309], [1.21063, 4.76675, -0.06013], [3.55917, 0.80240, -3.58368], [2.18232, -3.72113, -3.87395], [-1.65215, 2.19484, -3.39286], [-2.92760, 0.64273, 5.16559], [4.58953, 0.96766, -3.86792], [0.47204, -5.12953, -0.85760], [0.42855, 0.60946, -2.52897], [0.33296, -2.90361, 2.41389], [1.57855, -5.34039, -2.19582], [0.19442, 2.49244, 6.87945], [-0.36956, -2.71394, 1.59775], [2.52558, 2.73275, -3.63198], [2.72905, 3.54724, 6.67475], [-0.08123, 2.99890, 5.93234], [1.36122, 0.37581, 0.39523], [-4.47059, -1.66701, -1.21505], [-4.08134, -5.21987, -3.72372], [1.42438, 1.75116, 6.67107], [-1.33752, 4.10382, 3.47245], [-0.74466, -2.42825, -0.94840], [-4.96883, -1.32081, 1.14996], [2.79055, 0.57789, 7.75389], [2.20801, 1.43094, 0.96432], [1.36269, -2.80114, -1.56947], [3.70490, -4.89229, -1.24760], [-0.10073, 1.88473, -4.77435], [-0.48106, -0.56692, -3.08434], [1.06368, 6.60752, 1.14721], [-3.07597, -0.34517, 4.72615], [-0.52802, 4.05079, 4.17142], [-0.11181, -5.29411, -2.46955], [0.43072, 5.10543, 1.85059], [-6.40909, -5.74893, -3.46806], [1.60172, 3.80859, 0.20726], [-0.34415, 0.08943, -0.81630], [3.72508, 5.80345, 3.42347], [3.09547, 0.99804, 1.44741], [-4.19354, -0.66012, -1.54366], [-3.37785, -3.83220, -5.03971], [-6.22508, -2.80535, -1.53308], [4.69244, -1.75223, 3.54455], [-0.11032, -0.15461, 1.90174], [-3.75203, 0.99645, 5.73415], [-3.68717, 1.81548, -0.96909], [-4.28054, 2.85104, -3.53542], [2.60675, 7.09624, 2.80619], [4.68087, -3.89089, 0.36852], [3.89031, -3.82591, -4.99753], [4.78618, -5.29234, 3.06690], [-6.03122, 0.06101, -0.73617], [-1.30465, 2.74159, 2.61030], [3.17069, 1.50224, 3.80007], [-4.76708, -2.87808, 2.35607], [2.51536, 2.07710, 0.15344], [4.98858, -4.25598, 3.06775], [-2.30701, -2.60020, -4.57014], [0.17152, -3.44279, -4.28656], [-0.27553, 2.65257, 2.16120], [0.28604, 3.31698, 7.60212], [3.09067, 0.23909, 4.95942], [-1.11509, 2.65058, -2.59694], [1.86875, 0.45809, -4.86087], [2.21313, 5.32055, -1.13174], [-1.24448, -2.22495, 2.01081], [2.88718, -3.37491, -5.07862], [-4.55467, -0.00981, 0.85776], [4.72588, 0.93076, 4.45980], [-0.30884, 4.39940, -1.35457], [0.60436, -3.30814, -2.17692], [2.53013, -0.66491, -2.47770], [5.80349, -4.14155, 2.47287], [-7.67420, -3.37415, -2.22103], [-6.18466, -3.80555, -4.19500], [-4.69198, 1.70218, -1.04656], [-5.29081, -1.48059, 3.27188], [3.52415, -3.16915, -1.17765], [-2.37104, 1.54156, -2.85937], [-3.48597, 0.06761, 0.81304], [3.22360, 0.82565, -5.64541], [4.15529, -1.20166, -3.00801], [-4.46847, -0.58437, -2.59806], [2.46631, 2.66730, 6.11095], [1.40274, -0.88354, 2.32885], [-2.39308, 3.43130, 0.99810], [1.92817, 5.77183, 3.82046], [-0.58722, -3.59182, 1.02932], [-2.34868, 2.63168, 1.57420], [3.41616, -1.27824, 2.36208], [3.61178, 2.61977, -2.20889], [-2.24042, 4.21019, 4.06580], [3.64910, 1.15883, 4.69113], [2.94663, -4.82847, 1.06844], [-3.88103, 4.51014, -4.01080], [-0.79634, 1.24595, -4.19186], [5.83736, 0.21122, -0.25272], [3.28542, 5.27273, -0.90831], [3.02626, -3.85751, 3.17291], [6.09251, -0.02304, -2.03667], [3.14965, -2.29078, -5.01471], [-2.26153, 3.11464, -4.14567], [4.15491, -0.03648, -1.31927], [1.27239, 0.96732, 6.01171], [3.58983, -0.37475, -2.59936], [2.16525, 3.06105, 5.14819], [-2.06365, 0.58260, 5.90291], [0.74879, -0.65642, 1.41259], [0.33472, -1.76141, 0.71401], [-0.62830, 1.49369, 4.34168], [-1.68921, 0.55253, -5.20427], [-4.98199, 0.27626, -0.60701], [2.48242, 5.24472, 1.89570], [3.71703, 2.00319, 5.85104], [2.86744, 0.45554, -4.81367], [-0.35486, 1.30967, 0.23034], [-1.36113, 0.55088, 3.05433], [-3.30072, -2.98189, -4.39146], [-0.71456, -2.66876, -1.95076], [-4.41626, -4.47773, -2.96301], [0.63885, -4.79638, -1.89199], [-5.07631, 2.41056, -0.43575], [-5.93748, -6.06472, -4.31989], [-3.05592, -0.52240, -1.34758], [2.13304, 1.95021, 8.55806], [-4.66379, -1.80655, 2.40686], [-6.68782, -4.48910, -1.22732], [4.23323, -2.01759, 2.57218], [4.97090, -1.91240, 1.76692], [2.13961, 1.73679, -2.20251], [2.02974, -0.16539, -0.24822], [0.23603, 0.89805, -0.50649], [-4.30269, -4.86696, -1.98494], [-3.95423, -2.18996, -4.72185], [-1.03351, -0.08072, -5.83822], [-0.66885, 1.82722, 7.16399], [1.25610, 5.52212, 1.25091], [3.53076, -3.90027, 1.12437], [-3.23109, 2.48336, 2.03464], [-3.27935, 3.82137, -2.54054], [-3.65444, -1.61469, 2.72449], [-2.71359, 1.64245, 4.21947], [-7.38172, -5.77184, -3.56195], [-5.95368, -4.27628, -3.23991], [4.21872, -3.97806, -0.99495], [1.90985, 1.15423, 7.92370]],
  "forces_ev_per_a": [[-0.7, 1.5, -1.1], [0.2, -0.1, 0.0], [-0.7, -0.5, -0.2], [-0.6, 0.2, 0.2], [-0.8, 1.3, -0.1], [-0.2, 1.0, 2.8], [-0.7, -0.5, -0.8], [-0.1, -0.6, -0.7], [0.3, 0.9, 0.4], [0.7, 0.3, -0.2], [0.6, 0.3, -0.4], [0.0, 0.4, -1.1], [-1.0, 1.1, -0.5], [-0.5, -1.0, 0.3], [0.1, -0.7, 0.0], [0.1, -0.2, 0.3], [-2.4, 0.2, -1.4], [-0.5, 0.3, 0.6], [-0.7, -0.4, 0.9], [0.0, -0.5, -0.1], [0.8, -2.3, 0.1], [-0.1, 2.3, -0.6], [0.4, -0.4, 0.2], [0.8, 0.6, -0.1], [-3.2, 0.8, -1.0], [3.1, 1.4, 0.9], [-0.1, 0.3, -0.2], [1.3, -0.8, -0.8], [-0.1, -2.7, 2.3], [1.6, 0.1, 0.9], [0.4, 0.4, -0.1], [-0.1, 0.6, 0.0], [-0.4, 0.3, -0.9], [-0.2, -0.4, 0.1], [-0.7, 1.0, 0.2], [-2.9, 0.9, -0.1], [1.7, 1.9, -0.3], [0.0, 0.0, -0.3], [-0.2, 0.1, 0.9], [-0.1, -0.3, 0.4], [-1.7, -2.1, -0.8], [0.5, 0.0, -0.2], [0.1, 0.3, 0.6], [2.2, 0.6, 2.1], [-0.4, -1.5, -1.4], [-0.1, 0.1, -0.8], [-0.5, 0.4, -0.1], [-1.5, 1.4, 0.3], [0.7, 0.7, 0.4], [-0.3, 0.1, 0.1], [-0.2, -0.6, 0.3], [0.0, -0.4, 0.3], [-1.0, -0.8, 0.0], [0.3, -0.1, -0.1], [-0.2, -0.1, 0.0], [0.7, 0.4, 0.3], [-0.8, -0.2, -0.5], [0.2, 0.3, 0.0], [2.5, 1.7, 0.8], [-0.5, -1.0, 0.0], [0.7, 0.5, 0.3], [-0.4, -0.1, -0.1], [-0.2, 0.1, -0.2], [0.8, -0.1, 1.3], [-0.3, -0.6, -0.5], [0.6, -0.1, -0.3], [-0.2, -0.1, -0.5], [0.1, -0.1, -0.4], [-1.0, -0.2, 0.5], [0.2, 0.1, -0.1], [0.4, 0.2, -0.3], [0.2, -0.9, 0.4], [-0.2, -0.7, -1.7], [-0.6, -0.5, -0.2], [0.3, 1.6, 0.0], [-0.5, 0.2, 0.1], [0.7, 0.3, 1.1], [-0.4, 1.2, -0.5], [-0.1, -0.5, 0.0], [0.4, 0.0, -0.2], [0.7, -2.1, 0.7], [0.6, 0.1, 0.6], [0.0, -0.4, 0.1], [-1.0, 0.4, 0.0], [0.1, -0.4, 0.1], [0.5, 0.1, -0.2], [1.1, 0.6, 1.0], [-0.5, 0.0, 0.8], [-2.0, -0.9, 0.0], [-0.4, 0.0, 0.0], [1.3, 1.7, 2.4], [-0.9, 0.6, -1.3], [-1.2, -0.1, 0.1], [0.1, 0.0, 0.3], [-0.3, -0.3, 0.0], [0.4, -0.2, 0.3], [-0.1, 0.1, -0.1], [-0.1, -0.3, 0.0], [0.4, 0.8, 0.3], [-0.1, -1.4, 0.4], [-0.1, 0.3, -0.8], [0.0, 0.4, -0.3], [-0.2, 0.1, -0.1], [1.0, 0.0, 0.6], [0.9, 0.7, -1.0], [0.0, -0.4, -0.3], [0.2, 0.3, 0.2], [1.5, -0.2, -1.8], [-0.3, -0.1, -1.4], [0.1, 1.1, -0.6], [0.6, 0.0, -0.2], [-0.2, -0.5, -0.3], [1.0, -1.4, 1.2], [0.5, -1.0, 0.1], [-0.3, -0.8, -1.2], [-0.3, -0.2, -0.2], [1.5, -1.3, 1.6], [0.4, -0.5, 0.0], [0.2, 0.8, -0.9], [1.0, -0.7, 0.0], [0.0, 0.3, -0.5], [-0.5, 0.1, 0.1], [-0.4, 0.6, 0.3], [0.0, -0.4, 0.5], [-0.6, -0.4, -0.4], [-2.4, 2.7, -2.1], [-1.0, 0.0, -0.4], [-0.4, -1.6, -1.5], [-0.4, 0.1, 0.2], [-0.5, 0.2, -0.5], [-0.7, -0.1, -0.8], [0.8, 2.2, 1.2], [-0.9, -2.0, 0.4], [0.8, 0.3, 0.6], [1.3, -0.2, -1.1], [1.1, 1.2, -0.6], [0.4, 0.0, -0.4], [-0.6, 0.2, -0.8], [0.1, -1.5, 0.6], [-0.3, 0.4, -0.8], [0.0, 0.4, 0.0], [0.1, 0.6, -0.3], [0.1, -0.2, 1.1], [-0.5, 0.8, -2.0], [1.1, -1.5, 0.5], [-0.3, -0.1, 0.3], [-0.6, 0.0, 0.3], [-1.7, -0.2, -0.7], [0.1, -1.1, -0.5], [-0.3, -0.5, 1.2], [0.0, 0.4, -0.4], [-0.3, 0.2, 0.6], [0.0, 0.2, 0.3], [0.5, 0.1, -1.0], [0.2, -0.6, -0.4], [0.3, -0.5, 2.1], [0.1, -0.4, 1.0], [-0.6, 0.2, -0.3], [-0.4, 0.4, 0.0], [0.9, 0.7, -0.1], [0.0, -0.4, 0.8], [-0.6, -0.1, 1.7], [-0.3, 0.1, 0.1], [0.1, 0.5, 1.2], [0.9, 0.3, -0.1], [1.9, 0.0, -0.9], [-1.7, -0.1, -0.4], [0.6, -2.0, 0.5], [1.9, 0.3, -0.1], [1.0, -0.4, 0.4]],
  "orbital_gap_ev": 9.0,
  "smiles": "COC[C@H](C)N.COC[C@H](C)N.COC[C@H](C)N.COC[C@H](C)N.COC[C@H](C)N.COC[C@H](C)N.COC[C@H](C)N.COC[C@H](C)N.COC[C@H](C)N.COC[C@H](C)N",
  "lumo_energy_ev": 0.49,
  "e_tot_ha": -2889.68074
}